[1]
Formula: C5H20N2O5
Source: the Open Molecules 2025 dataset
Level of theory: ωB97M-V/def2-TZVPD

The geometry in XYZ format:
```
32
Properties=species:S:1:pos:R:3:forces:R:3:lowdin_charge:R:1
O 0.05578 -3.47969 0.04317 -0.7 -0.2 0.0 0.13
C -0.02546 -2.44769 -0.56877 1.9 -0.9 0.7 -0.21
C 0.07074 -1.18988 0.25306 0.7 3.4 -0.3 -0.25
C 1.33806 -0.33175 0.03698 3.6 -1.1 -0.5 -0.09
C 1.67808 1.05833 0.57256 -2.1 -0.8 -1.3 -0.27
C 2.72762 1.59665 1.17799 -0.6 0.9 0.6 0.15
N 0.62486 1.94915 -0.03316 0.9 -0.1 -0.2 0.19
N -0.06936 -1.43661 1.72875 -2.3 2.3 -0.8 0.26
H 0.00887 -2.44972 -1.66438 -0.3 0.5 0.0 0.16
H -0.70390 -0.47411 -0.13779 -0.1 -1.0 1.0 0.13
H 2.31013 -0.81605 0.28892 -0.9 -0.8 -0.1 0.15
H 1.40649 -0.27487 -1.05275 0.0 0.2 -0.1 0.12
H 3.64891 1.25369 1.64009 -0.4 -1.1 -0.4 0.11
H 2.67851 2.66190 1.40793 -0.2 0.1 -0.5 0.10
H 0.72389 2.79383 0.51087 -0.8 0.8 -0.3 0.15
H -0.33457 1.56492 0.00062 0.3 0.6 0.7 0.09
H 0.83636 2.07551 -1.07476 0.4 0.4 0.7 0.12
H -0.29831 -0.45179 2.11485 -0.3 -1.8 -0.3 0.19
H 0.76511 -1.68226 2.23809 0.5 -1.0 -0.1 0.18
H -0.86317 -2.11291 1.77204 0.8 0.3 1.1 0.20
H 2.30585 1.26624 -2.38414 0.4 0.4 -0.6 0.07
H 2.12782 2.71037 -3.03710 0.1 -0.3 0.0 0.10
O 1.71585 2.02085 -2.49709 -0.4 -0.1 0.3 -0.02
H -2.14108 1.28493 1.14923 0.3 0.6 0.2 0.02
H -1.89411 2.56753 1.97463 0.1 -0.1 0.3 0.08
O -1.46608 1.74703 1.70000 -0.2 -0.5 0.1 -0.08
H -3.15576 1.74665 -0.80386 -0.3 -0.4 -0.3 0.10
H -2.80643 0.16328 -0.76283 -0.5 0.2 -0.3 0.03
O -2.52612 1.06518 -0.54935 0.7 -0.2 0.2 -0.04
H -3.25774 -1.78245 -1.84769 0.3 -0.5 0.2 0.10
H -2.33112 -2.65584 -0.90812 -0.7 -0.3 -0.3 0.06
O -2.53205 -1.76336 -1.20320 0.0 0.7 0.0 -0.04
```
Forces are in eV/Å.

Calculated values
ΔE to the lowest compared entry with this formula, charge and spin ... 46.58 kcal/mol
Net charge ... +2
Orbital gap ... 11.4 eV
Lowest unoccupied orbital energy ... -6.40 eV

=====

[2]
Formula: C5H20N6O5
Source: the Open Molecules 2025 dataset
Level of theory: ωB97M-V/def2-TZVPD

The geometry in XYZ format:
```
36
Properties=species:S:1:pos:R:3:forces:R:3:lowdin_charge:R:1
C -22.91004 -11.91588 -9.93918 0.1 -0.3 0.2 -0.14
O -22.50235 -10.84102 -10.78915 -0.3 0.2 0.2 -0.13
H -23.74130 -11.60448 -9.30704 0.0 0.3 -0.2 0.09
H -23.24851 -12.78071 -10.51225 0.1 0.0 0.0 0.08
H -22.09528 -12.18580 -9.26379 0.0 -0.2 -0.1 0.05
H -22.02572 -11.19691 -11.54216 0.1 -0.1 0.1 0.08
C -21.13390 -9.52983 -7.43433 -0.7 0.1 -1.0 -0.12
O -20.64789 -10.11238 -8.65664 0.8 -0.2 0.6 -0.17
H -20.44931 -9.52981 -6.58940 0.5 -0.3 -0.4 0.08
H -21.34930 -8.49289 -7.70459 -0.3 0.1 0.7 0.07
H -22.02147 -10.09812 -7.14445 -0.1 0.4 0.3 0.07
H -21.36460 -10.03439 -9.29799 0.0 -0.1 -0.2 0.04
C -18.78561 -13.73058 -9.36878 0.4 0.0 -0.8 -0.65
O -19.47145 -14.24755 -8.50409 0.0 -0.3 0.3 0.01
N -17.95977 -14.46364 -10.19055 -0.2 0.4 0.1 0.15
N -18.79919 -12.39705 -9.65343 -0.2 -0.6 0.5 0.17
H -17.37243 -13.97177 -10.83862 0.1 -0.3 0.0 0.09
H -17.79356 -15.43198 -9.99881 0.0 0.0 0.1 0.10
H -19.40579 -11.82735 -9.08327 0.0 0.5 -0.2 0.07
H -18.23419 -12.02343 -10.39072 -0.1 0.3 0.1 0.10
C -22.23584 -13.30276 -6.11662 -0.5 1.0 0.0 -0.68
O -22.80821 -12.70543 -5.21140 0.2 -0.3 0.0 0.01
N -21.19997 -12.74548 -6.82873 -0.2 -0.6 0.3 0.15
N -22.67336 -14.51733 -6.55438 0.1 0.1 0.4 0.15
H -20.53106 -13.41477 -7.19883 0.2 0.4 -0.2 0.05
H -20.84403 -11.92645 -6.36597 0.2 0.0 0.0 0.08
H -23.34478 -14.92801 -5.93261 -0.1 -0.3 -0.4 0.10
H -22.34455 -14.94562 -7.39791 0.0 -0.2 0.1 0.09
C -19.96419 -5.22086 -5.91596 -0.2 -0.1 0.6 -0.69
O -20.34648 -5.76313 -4.89535 0.1 0.1 -0.1 0.03
N -20.68513 -5.27045 -7.07797 0.0 0.0 -0.3 0.14
N -18.80371 -4.48908 -5.97868 -0.4 0.0 -0.5 0.14
H -20.42217 -4.79696 -7.92160 0.1 0.1 0.1 0.09
H -21.60571 -5.66620 -7.03854 0.0 -0.1 0.1 0.10
H -18.46467 -4.25870 -6.89498 0.4 0.1 0.2 0.09
H -18.16616 -4.56875 -5.20937 0.1 -0.1 0.0 0.10
```
Forces are in eV/Å.

Calculated values
ΔE to the lowest compared entry with this formula, charge and spin ... 0.00 kcal/mol
Net charge ... 0
SMILES ... NC(N)=O.NC(N)=O.NC(N)=O.CO.CO
Orbital gap ... 9.7 eV
Lowest unoccupied orbital energy ... 0.44 eV

=====

[3]
Formula: C5H20O5
Source: the Open Molecules 2025 dataset
Level of theory: ωB97M-V/def2-TZVPD

The geometry in XYZ format:
```
30
Properties=species:S:1:pos:R:3:forces:R:3:lowdin_charge:R:1
C -0.07438 -4.47538 -0.59488 -0.3 0.2 -0.2 -0.18
O -0.06846 -5.68324 0.09389 -1.3 -1.1 0.7 -0.11
H 0.48515 -3.75052 -0.04813 0.4 0.9 0.3 0.04
H 0.35798 -4.61340 -1.55773 0.5 0.1 -1.0 0.07
H -1.09786 -4.08573 -0.75527 0.4 -0.5 0.4 0.10
H 0.79801 -6.04697 0.27024 0.3 0.4 -0.2 0.08
C 0.62938 3.09443 1.39064 -2.5 2.0 2.5 -0.14
O 0.17363 1.97617 2.13853 0.5 -0.3 0.7 -0.12
H 1.14616 2.78680 0.57410 1.5 -0.7 -2.6 0.03
H -0.29741 3.65143 1.14077 0.7 -0.3 -0.4 0.10
H 1.21424 3.78602 2.01639 0.1 -0.3 -0.1 0.09
H 0.91369 1.73741 2.70918 -0.3 -0.3 0.0 0.08
C 0.54019 -0.41634 -1.79639 -1.3 1.3 -0.8 -0.12
O 0.47997 0.58992 -0.75040 0.6 -0.7 -1.4 -0.15
H 1.33536 -0.13358 -2.50245 -0.4 0.2 0.2 0.08
H 0.77135 -1.41672 -1.50119 0.2 -0.6 0.9 0.05
H -0.46986 -0.48622 -2.33518 1.4 0.2 0.5 0.10
H 0.17323 0.18060 0.06210 -0.5 -0.3 0.5 0.02
C -0.51914 3.85467 -2.00072 0.0 -0.2 1.2 -0.16
O -1.26962 2.92777 -1.22223 0.1 -0.5 -0.4 -0.15
H -1.11832 4.75282 -1.89379 0.3 0.4 -0.3 0.07
H 0.49452 4.00845 -1.56437 -0.5 0.0 -0.3 0.08
H -0.42795 3.58283 -3.04663 0.0 -0.1 -0.2 0.07
H -0.88510 2.03380 -1.27105 0.2 0.4 0.1 0.04
C -0.43978 -1.66182 2.16816 0.6 0.6 0.1 -0.12
O -0.90296 -0.56901 1.37459 -0.3 0.1 0.3 -0.15
H -0.01161 -1.35664 3.16040 -0.6 -0.2 -0.8 0.10
H -1.20279 -2.43440 2.26205 0.0 0.1 0.2 0.08
H 0.37844 -2.04500 1.57113 0.3 -0.5 0.2 0.06
H -1.10603 0.21183 1.90825 0.2 -0.1 -0.1 0.07
```
Forces are in eV/Å.

Calculated values
ΔE to the lowest compared entry with this formula, charge and spin ... 46.97 kcal/mol
Net charge ... 0
SMILES ... CO.CO.CO.CO.CO
Orbital gap ... 10.4 eV
Lowest unoccupied orbital energy ... 0.63 eV

=====

[4]
Formula: C5H21N2O3
Source: the Open Molecules 2025 dataset
Level of theory: ωB97M-V/def2-TZVPD

The geometry in XYZ format:
```
31
Properties=species:S:1:pos:R:3:forces:R:3:lowdin_charge:R:1
N 0.63640 -1.30235 -0.53946 8.0 5.6 -2.1 0.18
C 0.29707 -0.27736 -1.67240 -1.0 0.7 2.3 -0.28
C -0.40156 -1.02338 -2.76910 -1.6 -1.2 1.4 -0.04
C -0.47218 0.91742 -0.93766 0.5 0.6 -1.1 -0.16
N 0.34713 1.51393 0.12448 -2.2 -2.1 0.1 -0.08
C -0.30030 2.37080 1.12592 0.9 -0.2 0.7 -0.26
C -1.49904 1.75473 1.76358 -2.2 0.2 1.3 -0.13
H 1.00102 -0.50998 0.19202 -0.6 -2.2 -1.2 0.18
H 0.09395 -1.84132 -0.05089 -5.4 -3.5 3.1 0.01
H 1.45235 -1.98901 -0.76229 -1.4 2.0 0.2 0.21
H 1.25547 0.21128 -1.82140 0.4 -0.6 -0.9 0.14
H 0.24885 -1.81538 -3.10821 0.3 -0.2 -0.4 0.07
H -0.65616 -0.38243 -3.61800 -0.4 -0.3 0.3 0.10
H -1.30002 -1.60865 -2.20607 1.8 1.8 -1.9 0.12
H -0.81939 1.69008 -1.67838 0.6 -0.8 0.1 0.15
H -1.37260 0.54661 -0.53511 -1.0 -0.5 0.6 0.06
H 1.27367 1.62481 -0.15901 1.6 1.1 -0.1 0.05
H 0.40195 2.50622 1.99963 -0.3 0.4 -1.4 0.13
H -0.70866 3.29625 0.71699 0.8 0.5 -0.1 0.11
H -1.35281 0.72870 2.09103 0.1 -0.2 0.1 0.06
H -2.41761 1.81298 1.16775 0.3 -0.4 -0.4 0.08
H -1.87281 2.35276 2.66032 1.0 -0.7 -0.9 0.11
H -2.66541 -2.50901 -0.53106 0.8 2.8 0.7 0.13
H -2.45193 -1.46170 0.66110 0.0 -0.2 -1.4 0.08
O -2.32744 -1.54587 -0.32500 -1.0 -2.9 1.1 -0.12
H 3.98548 1.00907 -0.00257 1.9 0.3 -1.3 0.02
H 3.32361 1.45143 1.27626 -0.2 -1.0 -1.1 0.09
O 3.22364 0.84117 0.49467 -1.6 0.6 2.3 -0.04
H 0.66524 -2.19862 2.53791 -0.8 4.6 6.4 -0.05
H 1.56716 -3.40281 1.98599 -0.4 0.8 0.9 0.09
O 0.84494 -2.76036 1.91900 1.2 -5.4 -7.3 0.04
```
Forces are in eV/Å.

Calculated values
ΔE to the lowest compared entry with this formula, charge and spin ... 80.50 kcal/mol
Net charge ... +1
Orbital gap ... 9.4 eV
Lowest unoccupied orbital energy ... -2.76 eV